No. 1
This record from the OMol25 dataset describes 6 unconnected molecules or ions with the total composition C35H64BrCl2N3O19PS2. The level of theory is ωB97M-V/def2-TZVPD.

Properties
2S+1: 1
HOMO-LUMO gap: 8.75 eV
Total energy: -7597.856099 hartree
LUMO energy: -3.0 eV
Charge: +1

```
127
C35H64BrCl2N3O19PS2 (ωB97M-V/def2-TZVPD)
C 6.75 1.27 -1.03
C 6.76 2.54 -1.91
Cl 6.27 4.02 -1.03
C 6.00 2.47 -3.23
Cl 6.39 0.97 -4.09
C 4.47 2.64 -3.21
C 3.72 2.03 -2.04
C 2.16 2.23 -2.09
C 1.66 1.40 -3.31
C 0.22 0.90 -3.33
S -0.01 -0.73 -2.55
C -1.43 -0.43 -1.60
N -2.67 -0.63 -1.91
N -3.42 -0.21 -0.85
C -2.60 0.23 0.04
O -1.31 0.13 -0.36
C 1.60 1.72 -0.76
C 2.18 0.40 -0.23
C 3.29 0.57 0.76
O 4.31 -0.02 0.73
O 3.01 1.46 1.73
C 1.96 3.78 -2.25
S 2.67 4.69 -0.81
P 0.22 4.55 -2.38
O -0.67 3.58 -1.43
Br -0.42 3.99 -4.48
C 2.67 4.35 -3.47
N 4.14 4.10 -3.41
H 6.59 1.52 0.01
H 6.02 0.55 -1.38
H 7.72 0.80 -1.10
H 7.80 2.71 -2.18
H 6.41 3.27 -3.86
H 4.10 2.14 -4.10
H 3.96 0.97 -2.09
H 4.08 2.38 -1.08
H 1.85 1.92 -4.25
H 2.29 0.50 -3.34
H -0.50 1.59 -2.90
H -0.09 0.78 -4.37
H -2.85 0.64 1.00
H 0.52 1.59 -0.81
H 1.75 2.46 0.03
H 2.57 -0.25 -1.01
H 1.40 -0.19 0.25
H 3.84 1.87 2.03
H 1.54 5.02 -0.18
H -1.43 3.20 -1.90
H 2.50 5.42 -3.49
H 2.30 3.94 -4.41
H 4.62 4.71 -2.73
H 4.51 4.35 -4.32
C 7.75 -5.32 -1.17
C 8.92 -4.95 -2.05
O 8.50 -4.64 -3.39
C 7.98 -3.43 -3.56
O 7.86 -2.57 -2.72
O 7.62 -3.30 -4.84
C 7.00 -2.06 -5.13
H 7.17 -6.12 -1.62
H 8.10 -5.65 -0.19
H 7.08 -4.47 -1.02
H 9.59 -5.80 -2.16
H 9.49 -4.12 -1.64
H 7.63 -1.23 -4.80
H 6.02 -2.00 -4.65
H 6.88 -2.00 -6.21
C 0.89 1.73 4.95
C 1.39 2.81 4.02
O 0.62 4.02 4.14
C 0.91 4.77 5.20
O 1.77 4.55 6.01
O 0.10 5.83 5.20
C 0.26 6.71 6.32
H -0.17 1.55 4.79
H 1.43 0.80 4.76
H 1.04 2.01 5.99
H 1.27 2.50 2.98
H 2.45 3.03 4.18
H 1.30 7.01 6.42
H -0.08 6.22 7.23
H -0.36 7.58 6.11
C -5.59 -0.79 5.96
C -6.26 -2.11 5.67
O -6.59 -2.24 4.28
C -5.59 -2.56 3.47
O -4.45 -2.77 3.79
O -6.07 -2.62 2.22
C -5.08 -2.91 1.23
H -6.21 0.04 5.60
H -5.44 -0.67 7.03
H -4.62 -0.72 5.47
H -7.21 -2.18 6.20
H -5.64 -2.95 5.98
H -4.54 -3.82 1.48
H -4.39 -2.08 1.13
H -5.61 -3.05 0.29
C -10.72 -1.53 4.38
C -10.05 -0.42 3.61
O -10.69 0.84 3.82
C -10.39 1.45 4.97
O -9.61 1.05 5.80
O -11.08 2.58 5.04
C -10.89 3.32 6.25
H -11.79 -1.57 4.15
H -10.27 -2.49 4.13
H -10.62 -1.38 5.46
H -10.13 -0.61 2.54
H -8.99 -0.35 3.85
H -9.83 3.49 6.44
H -11.33 2.78 7.09
H -11.40 4.27 6.12
C -1.08 -8.11 -5.37
C -0.41 -6.91 -6.00
O -1.23 -5.73 -5.89
C -1.21 -5.13 -4.70
O -0.56 -5.46 -3.75
O -2.02 -4.08 -4.76
C -2.15 -3.37 -3.52
H -2.08 -8.25 -5.79
H -0.49 -9.01 -5.56
H -1.18 -7.98 -4.30
H -0.28 -7.06 -7.07
H 0.57 -6.72 -5.57
H -1.17 -3.10 -3.13
H -2.69 -3.98 -2.79
H -2.72 -2.47 -3.72
```

Here are the Löwdin charges for atoms 1 to 2, given in e: -0.104, -0.699

No. 2
This record from the OMol25 dataset describes a molecular structure, C5H10O2. The level of theory is ωB97M-V/def2-TZVPD.

Properties
2S+1: 1
HOMO-LUMO gap: 9.11 eV
Total energy: -346.783204 hartree
LUMO energy: 0.0 eV
Energy above the lowest of the compared OMol25 structures with the same formula, charge and spin: 152.00 kcal/mol

```
17
C5H10O2 (ωB97M-V/def2-TZVPD)
O 2.34 0.62 0.41
C 2.19 -0.44 -0.26
C 0.35 -1.15 -0.05
C -0.53 -0.09 0.00
C -1.77 0.29 -0.79
O -2.27 1.03 0.33
C -1.19 0.61 1.17
H 1.13 1.35 -0.05
H 2.61 -1.37 0.12
H 2.16 -0.36 -1.36
H 0.55 -1.64 0.90
H 0.29 -1.81 -0.92
H 0.36 1.30 -0.37
H -2.39 -0.59 -1.00
H -1.67 0.89 -1.70
H -0.65 1.45 1.62
H -1.51 -0.08 1.96
```

Here are the natural (NBO) charges for atoms 1 to 2, given in e: -0.633, 0.138

No. 3
This record from the OMol25 dataset describes 3 unconnected molecules or ions with the total composition C6H8. The level of theory is ωB97M-V/def2-TZVPD.

Properties
2S+1: 1
HOMO-LUMO gap: 9.14 eV
Total energy: -233.203761 hartree
LUMO energy: 0.3 eV
Energy above the lowest of the compared OMol25 structures with the same formula, charge and spin: 114.99 kcal/mol

```
14
C6H8 (ωB97M-V/def2-TZVPD)
C -0.57 -2.60 0.21
C -0.11 -1.48 0.12
C -2.22 0.55 0.53
C -0.91 0.81 0.43
C 1.50 0.26 0.33
C 0.23 -0.10 0.13
H -0.97 -3.50 0.07
H -2.77 1.29 0.91
H -2.61 -0.56 0.29
H -0.59 1.88 0.43
H 2.20 0.98 0.73
H 2.31 -0.50 -0.06
H 2.19 1.46 -2.50
H 2.32 1.50 -1.62
```

Here are the natural (NBO) charges for atoms 1 to 2, given in e: -0.209, -0.009

No. 4
This record from the OMol25 dataset describes a molecular structure, C48H68N2O3P2PbSe. The level of theory is ωB97M-V/def2-TZVPD.

Properties
2S+1: 1
HOMO-LUMO gap: 7.47 eV
Total energy: -5481.550558 hartree
LUMO energy: -5.0 eV
Energy above the lowest of the compared OMol25 structures with the same formula, charge and spin: 132.79 kcal/mol
Charge: +2

```
125
C48H68N2O3P2PbSe (ωB97M-V/def2-TZVPD)
Pb 0.43 0.21 -0.43
C 0.15 3.75 1.52
C -0.98 3.06 2.29
C -2.12 4.05 2.57
C -1.53 1.84 1.58
C -1.87 0.70 2.29
C -2.38 -0.43 1.67
C -2.88 -1.60 2.52
C -4.10 -1.14 3.32
C -1.86 -2.20 3.48
C -2.58 -0.42 0.27
C -2.37 0.77 -0.45
C -1.80 1.86 0.21
C -2.93 0.99 -1.84
C -2.02 1.84 -2.74
C -4.30 1.67 -1.72
C -3.24 -1.64 -0.30
C -4.61 -1.80 -0.09
C -5.28 -2.94 -0.49
C -4.57 -3.96 -1.12
C -3.22 -3.80 -1.35
C -2.53 -2.64 -0.96
P -0.75 -2.44 -1.36
C -0.62 -2.52 -3.26
C 0.79 -2.95 -3.66
C -0.86 -1.09 -3.73
C -1.62 -3.42 -3.98
C 0.15 -3.88 -0.53
C -0.12 -3.65 0.96
C 1.66 -3.74 -0.77
C -0.26 -5.31 -0.92
H 0.63 4.50 2.15
H -0.23 4.26 0.63
H 0.91 3.02 1.21
H -0.58 2.74 3.26
H -2.55 4.42 1.64
H -1.76 4.91 3.14
H -2.92 3.58 3.15
H -1.76 0.71 3.37
H -3.20 -2.40 1.85
H -3.81 -0.42 4.10
H -4.58 -1.99 3.81
H -4.84 -0.65 2.69
H -1.44 -1.45 4.15
H -1.06 -2.73 2.95
H -2.34 -2.95 4.11
H -1.65 2.79 -0.34
H -3.09 0.02 -2.31
H -2.02 2.89 -2.43
H -2.41 1.83 -3.77
H -0.99 1.48 -2.77
H -4.20 2.63 -1.21
H -5.01 1.06 -1.16
H -4.72 1.85 -2.71
H -5.14 -1.01 0.43
H -6.35 -3.04 -0.31
H -5.07 -4.86 -1.44
H -2.70 -4.59 -1.86
H 1.57 -2.41 -3.11
H 0.93 -2.74 -4.73
H 0.94 -4.02 -3.52
H -0.20 -0.38 -3.24
H -1.89 -0.79 -3.56
H -0.68 -1.03 -4.81
H -1.47 -4.48 -3.77
H -1.47 -3.29 -5.06
H -2.66 -3.16 -3.76
H 0.33 -2.71 1.30
H 0.34 -4.46 1.54
H -1.19 -3.64 1.19
H 2.00 -2.71 -0.74
H 1.97 -4.16 -1.73
H 2.19 -4.29 0.01
H -1.20 -5.60 -0.46
H 0.51 -5.99 -0.55
H -0.33 -5.45 -2.00
O 0.40 0.29 2.26
H -0.06 -0.44 2.69
H -0.09 1.08 2.52
O 0.09 2.62 -1.93
H 0.86 3.21 -1.89
H -0.64 3.10 -1.51
Se 3.26 -0.36 0.34
N 3.58 -0.03 -3.93
C 2.43 0.40 -3.38
N 1.75 1.38 -4.00
O 2.02 -0.12 -2.31
H 3.93 0.33 -4.80
H 4.08 -0.76 -3.47
H 2.06 1.78 -4.86
H 0.90 1.73 -3.58
C 3.07 5.54 4.63
C 2.38 4.35 4.81
C 2.23 3.48 3.74
C 2.77 3.78 2.49
C 3.48 4.97 2.33
C 3.63 5.84 3.40
P 2.43 2.55 1.18
C 3.82 1.38 1.56
C 5.19 1.82 1.50
C 6.18 1.10 2.08
C 5.90 -0.12 2.78
C 4.63 -0.54 2.93
C 3.53 0.17 2.32
C 2.94 3.37 -0.37
C 3.80 2.83 -1.32
C 4.05 3.51 -2.51
C 3.43 4.72 -2.78
C 2.53 5.25 -1.85
C 2.29 4.58 -0.66
H 3.18 6.23 5.46
H 1.95 4.11 5.78
H 1.69 2.55 3.89
H 3.93 5.22 1.38
H 4.19 6.76 3.27
H 5.41 2.78 1.04
H 7.19 1.47 2.05
H 6.72 -0.67 3.24
H 4.40 -1.43 3.52
H 2.56 0.07 2.78
H 4.30 1.89 -1.14
H 4.76 3.10 -3.22
H 3.63 5.25 -3.70
H 2.04 6.20 -2.05
H 1.62 5.02 0.07
```

Here are the Löwdin charges for atoms 1 to 2, given in e: 1.382, -0.135

No. 5
This record from the OMol25 dataset describes a single C21H27N3O7 molecule. The level of theory is ωB97M-V/def2-TZVPD.

Properties
2S+1: 1
HOMO-LUMO gap: 8.56 eV
Total energy: -1507.447447 hartree
LUMO energy: 0.5 eV
Energy above the lowest of the compared OMol25 structures with the same formula, charge and spin: 32.00 kcal/mol
SMILES: COc1cc(C(=O)OCC(=O)c2c(N)n(C)c(=O)n(C)c2=O)ccc1OCCC(C)C

```
58
C21H27N3O7 (ωB97M-V/def2-TZVPD)
C -2.55 -1.06 -3.21
O -3.29 -1.10 -2.01
C -2.66 -0.77 -0.86
C -1.34 -0.35 -0.76
C -0.79 -0.03 0.48
C 0.61 0.40 0.60
O 1.22 0.50 1.64
O 1.15 0.73 -0.59
C 2.53 1.04 -0.57
C 3.34 -0.23 -0.36
O 2.75 -1.30 -0.30
C 4.78 -0.10 -0.20
C 5.53 -1.23 0.13
N 4.96 -2.43 0.24
N 6.88 -1.13 0.34
C 7.67 -2.30 0.68
C 7.57 0.08 0.22
O 8.76 0.14 0.42
N 6.82 1.16 -0.13
C 7.55 2.41 -0.25
C 5.43 1.17 -0.37
O 4.90 2.22 -0.70
C -1.57 -0.13 1.63
C -2.89 -0.53 1.54
C -3.45 -0.86 0.31
O -4.72 -1.29 0.11
C -5.68 -1.16 1.13
C -6.11 0.29 1.36
C -6.67 0.94 0.08
C -8.07 0.44 -0.23
C -6.68 2.46 0.24
H -2.19 -0.05 -3.43
H -3.23 -1.39 -3.99
H -1.69 -1.75 -3.17
H -0.72 -0.27 -1.64
H 2.77 1.49 -1.54
H 2.75 1.76 0.22
H 5.45 -3.23 0.57
H 3.94 -2.41 0.10
H 7.35 -2.71 1.64
H 8.70 -1.97 0.77
H 7.60 -3.05 -0.10
H 8.03 2.65 0.69
H 6.83 3.18 -0.52
H 8.31 2.32 -1.03
H -1.13 0.11 2.58
H -3.47 -0.60 2.44
H -6.53 -1.76 0.78
H -5.32 -1.61 2.07
H -5.24 0.86 1.69
H -6.86 0.32 2.15
H -6.00 0.68 -0.75
H -8.07 -0.64 -0.40
H -8.45 0.92 -1.14
H -8.75 0.67 0.58
H -7.31 2.75 1.08
H -5.67 2.84 0.41
H -7.07 2.93 -0.66
```

Here are the natural (NBO) charges for atoms 1 to 2, given in e: -0.252, -0.496

No. 6
This record from the OMol25 dataset describes 2 unconnected molecules or ions with the total composition C2H7NS. The level of theory is ωB97M-V/def2-TZVPD.

Properties
2S+1: 2
HOMO-LUMO gap (spin up / spin down): 3.00 / 6.67 eV
Total energy: -533.249187 hartree
LUMO energy (spin up / spin down): 3.7 / 3.7 eV
Energy above the lowest of the compared OMol25 structures with the same formula, charge and spin: 29.99 kcal/mol
Charge: -1

```
11
C2H7NS (ωB97M-V/def2-TZVPD)
S -2.49 -0.43 1.66
H -2.42 -0.26 2.98
C 0.77 -0.59 -1.35
C 0.70 1.30 -0.01
N 0.32 0.01 -0.14
H 0.09 -0.36 -2.21
H 0.80 -1.68 -1.27
H 1.76 -0.23 -1.67
H 1.60 1.68 -0.50
H 0.36 1.88 0.84
H -1.49 -1.32 1.67
```

Here are the natural (NBO) charges for atoms 1 to 2, given in e: -0.288, 0.104

Listing max |F| for the structures above in their given order: 1.814; 0.352; 5.988; 4.575; 0.602; 0.337 eV/A.